Record 1
DFT (ωB97M-V/def2-TZVPD) results for an isolated ion of composition C6H5F3OP and charge +1.

Each atom is followed by the atoms it is bonded to, with distances in Å.
Atoms and positions in Å:
1 C 0.07902 0.53221 -1.01431  C2 1.397, C3 1.391, H12 1.165
2 C 0.30063 -0.83791 -0.85748  C1 1.397, C4 1.382, H13 1.030
3 C -0.23086 1.38001 0.04464  C1 1.391, C5 1.381, H14 1.078
4 C 0.15932 -1.28448 0.44244  C2 1.382, C6 1.408, H15 1.133
5 C -0.28763 0.90969 1.34180  C3 1.381, C6 1.468, H16 1.166
6 C -0.06783 -0.51865 1.60150  C4 1.408, C5 1.468, O7 1.235
7 O 0.06274 -0.98407 2.73760  C6 1.235, P11 1.971
8 F 0.36862 -2.89888 4.45721  P11 1.510
9 F 1.31309 -4.10201 2.67718  P11 1.602
10 F -1.14936 -3.53246 2.78617  P11 1.532
11 P 0.25125 -2.93451 2.95198  O7 1.971, F8 1.510, F9 1.602, F10 1.532
12 H 0.28612 0.89593 -2.10185  C1 1.165
13 H 0.30208 -1.60949 -1.53954  C2 1.030
14 H -0.48231 2.40660 -0.16930  C3 1.078
15 H 0.58062 -2.30767 0.68630  C4 1.133
16 H -0.57608 1.47208 2.32217  C5 1.166

Output
spin multiplicity = 1
charge = +1
ΔE to the lowest compared entry with this formula, charge and spin = 151.5 kJ/mol
strongest force on any atom = 7.23 eV/Å


Record 2
DFT (ωB97M-V/def2-TZVPD) results for a 9-piece molecular cluster, C42H44N9O17 overall.

Each atom is followed by the atoms it is bonded to, with distances in Å.
Atoms and positions in Å:
1 N 8.56400 45.71600 2.52800  O2 1.273, O3 1.271, O4 1.264
2 O 7.76300 44.96100 1.88800  N1 1.273
3 O 8.15400 46.55700 3.38800  N1 1.271
4 O 9.77500 45.78700 2.17400  N1 1.264
5 C 8.45000 50.01800 4.54200  C6 1.549, C10 1.443, H14 1.184
6 C 9.31100 49.28800 5.60300  C5 1.549, C7 1.528, H15 1.180
7 C 9.70400 50.07300 6.85400  C6 1.528, C8 1.525, H16 1.189
8 C 9.23200 51.51100 7.04300  C7 1.525, C9 1.624, N11 1.529
9 C 8.31700 52.16300 5.87100  C8 1.624, C10 1.467, H17 1.065
10 C 7.95200 51.36300 4.69700  C5 1.443, C9 1.467, H18 0.947
11 N 9.38400 52.31800 8.33300  C8 1.529, O12 1.255, O13 1.242
12 O 10.12200 51.80100 9.20600  N11 1.255
13 O 8.72000 53.36000 8.46100  N11 1.242
14 H 8.14000 49.50200 3.52300  C5 1.184
15 H 9.65700 48.16900 5.45700  C6 1.180
16 H 10.29700 49.52800 7.72800  C7 1.189
17 H 7.62600 52.95000 6.06200  C9 1.065
18 H 7.20200 51.66900 4.20700  C10 0.947
19 C 4.69200 47.97100 -0.55500  C20 1.550, C24 1.409, H28 1.044
20 C 5.96200 47.53100 0.21700  C19 1.550, C21 1.511, H29 0.927
21 C 6.83900 48.62300 0.78500  C20 1.511, C22 1.564, H30 1.035
22 C 6.34600 50.09800 0.62300  C21 1.564, C23 1.523, N25 1.404
23 C 5.22600 50.46100 -0.34300  C22 1.523, C24 1.521, H31 1.093
24 C 4.39800 49.30800 -0.88800  C19 1.409, C23 1.521, H32 1.118
25 N 7.14200 51.06300 1.26000  C22 1.404, O26 1.254, O27 1.252
26 O 6.65500 52.21500 1.35200  N25 1.254
27 O 8.34400 50.80900 1.50000  N25 1.252
28 H 4.13100 47.14900 -0.87100  C19 1.044
29 H 6.07400 46.62500 0.38000  C20 0.927
30 H 7.65500 48.40100 1.38200  C21 1.035
31 H 4.74400 51.44000 -0.27500  C23 1.093
32 H 3.38100 49.67800 -1.16700  C24 1.118
33 C 7.18300 46.77900 7.83100  C34 1.472, C38 1.396, H42 1.152
34 C 7.34300 45.85600 8.96600  C33 1.472, C35 1.616, H43 1.001
35 C 7.10000 44.29100 8.64700  C34 1.616, C36 1.572, H44 1.213
36 C 6.62200 43.78800 7.23600  C35 1.572, C37 1.495, N39 1.460
37 C 6.79600 44.77600 6.12700  C36 1.495, C38 1.584, H45 0.920
38 C 6.82700 46.29600 6.57000  C33 1.396, C37 1.584, H46 1.118
39 N 6.50200 42.34800 7.02500  C36 1.460, O40 1.279, O41 1.210
40 O 5.74900 41.86700 6.11000  N39 1.279
41 O 6.84500 41.56500 7.88200  N39 1.210
42 H 7.62000 47.83000 8.00800  C33 1.152
43 H 7.45300 46.24800 9.88100  C34 1.001
44 H 7.11900 43.47100 9.54100  C35 1.213
45 H 6.72000 44.32900 5.32700  C37 0.920
46 H 7.10500 46.94700 5.70500  C38 1.118
47 C 11.71500 44.51000 7.40600  C48 1.574, C52 1.432, H56 1.045
48 C 10.93600 45.16200 6.20400  C47 1.574, C49 1.525, H57 1.226
49 C 11.77300 45.71200 5.05400  C48 1.525, C50 1.543, H58 1.144
50 C 13.12500 45.02900 4.75800  C49 1.543, C51 1.565, N53 1.421
51 C 13.86200 44.32900 5.94800  C50 1.565, C52 1.597, H59 1.056
52 C 13.08700 44.10600 7.32700  C47 1.432, C51 1.597, H60 0.998
53 N 13.85700 45.34000 3.58100  C50 1.421, O54 1.263, O55 1.221
54 O 13.14300 45.57800 2.56700  N53 1.263
55 O 15.06800 45.45400 3.68900  N53 1.221
56 H 11.22800 44.29200 8.30400  C47 1.045
57 H 9.76000 45.50700 6.23000  C48 1.226
58 H 11.24500 46.25100 4.19400  C49 1.144
59 H 14.80900 43.90000 5.76500  C51 1.056
60 H 13.47200 43.66500 8.13500  C52 0.998
61 C 10.22900 49.02200 -2.02800  C62 1.512, C66 1.422, H70 1.131
62 C 10.46600 48.10100 -0.85200  C61 1.512, C63 1.493, H71 1.061
63 C 11.26200 46.84900 -1.01500  C62 1.493, C64 1.558, H72 1.129
64 C 12.01000 46.61800 -2.36200  C63 1.558, C65 1.469, N67 1.428
65 C 11.70600 47.49500 -3.50000  C64 1.469, C66 1.554, H73 1.052
66 C 10.83200 48.76300 -3.28900  C61 1.422, C65 1.554, H74 1.150
67 N 12.73300 45.39500 -2.51000  C64 1.428, O68 1.327, O69 1.217
68 O 13.09800 45.06300 -3.74200  N67 1.327
69 O 12.95900 44.71900 -1.52400  N67 1.217
70 H 9.48300 49.82900 -1.76200  C61 1.131
71 H 10.13800 48.37500 0.11900  C62 1.061
72 H 11.51900 46.18400 -0.14000  C63 1.129
73 H 11.81500 47.10400 -4.47000  C65 1.052
74 H 10.63800 49.29600 -4.28900  C66 1.150
75 C 12.39800 41.88200 0.80800  C76 1.520, C80 1.353, H84 1.127
76 C 11.43000 42.87500 1.43000  C75 1.520, C77 1.466, H85 1.072
77 C 10.57200 42.41100 2.52500  C76 1.466, C78 1.504, H86 1.131
78 C 10.62900 41.00600 3.05800  C77 1.504, C79 1.558, N81 1.445
79 C 11.84800 40.16800 2.56900  C78 1.558, C80 1.561, H87 1.143
80 C 12.67800 40.67300 1.34700  C75 1.353, C79 1.561, H88 1.039
81 N 9.70300 40.47200 4.03000  C78 1.445, O82 1.319, O83 1.198
82 O 9.24600 41.41200 4.83500  N81 1.319
83 O 9.80200 39.33000 4.37800  N81 1.198
84 H 13.01000 42.14800 -0.10000  C75 1.127
85 H 11.37800 43.90100 1.12200  C76 1.072
86 H 9.73400 43.01700 2.98300  C77 1.131
87 H 12.09600 39.09900 2.88900  C79 1.143
88 H 13.39700 40.24700 0.73000  C80 1.039
89 C 7.46500 41.28400 0.94000  O90 1.218, N91 1.322, H94 1.061
90 O 7.90000 40.57900 0.04700  C89 1.218
91 N 6.77400 40.76200 1.93900  C89 1.322, C92 1.542, C93 1.458
92 C 6.22700 41.76300 2.97700  N91 1.542, H95 1.080, H96 1.063, H97 1.083
93 C 6.39400 39.36100 2.07400  N91 1.458, H98 1.157, H99 1.058, H100 1.118
94 H 7.67500 42.32300 0.98200  C89 1.061
95 H 7.04500 42.38100 3.31800  C92 1.080
96 H 5.74800 41.31500 3.81400  C92 1.063
97 H 5.67400 42.53200 2.45200  C92 1.083
98 H 7.41100 38.84400 1.88000  C93 1.157
99 H 5.81900 38.87400 1.33100  C93 1.058
100 H 5.96300 39.21000 3.09500  C93 1.118
101 C 3.70500 45.54300 5.02200  O102 1.220, N103 1.407, H106 1.112
102 O 3.04700 45.30100 6.02000  C101 1.220
103 N 3.64900 44.80300 3.82700  C101 1.407, C104 1.504, C105 1.413
104 C 4.35900 45.37000 2.62900  N103 1.504, H107 1.220, H108 1.068, H109 1.060
105 C 3.00800 43.54800 3.71800  N103 1.413, H110 1.179, H111 1.109, H112 1.049
106 H 4.43100 46.37800 4.90700  C101 1.112
107 H 5.53400 45.47400 2.94200  C104 1.220
108 H 3.98200 46.36800 2.59100  C104 1.068
109 H 4.23800 44.75600 1.77300  C104 1.060
110 H 2.64700 43.19000 2.65400  C105 1.179
111 H 2.20200 43.71800 4.46000  C105 1.109
112 H 3.76100 42.87300 3.99600  C105 1.049

Output
spin multiplicity = 1
charge = -1
ΔE to the lowest compared entry with this formula, charge and spin = 0.0 kJ/mol
strongest force on any atom = 14.60 eV/Å


Record 3
DFT (ωB97M-V/def2-TZVPD) results for a 11-piece molecular cluster, C19H59BF4O10 overall.

Each atom is followed by the atoms it is bonded to, with distances in Å.
Atoms and positions in Å:
1 O 49.75800 9.12300 50.53200  H2 0.919, H3 1.063, H4 0.883
2 H 48.89300 8.82600 50.61900  O1 0.919
3 H 50.59200 8.76900 51.08800  O1 1.063
4 H 49.95000 8.73900 49.76000  O1 0.883
5 B 47.14200 8.27700 47.72800  F6 1.496, F7 1.487, F8 1.389, F9 1.383
6 F 47.10300 9.72300 47.34700  B5 1.496
7 F 46.89000 7.52800 46.46800  B5 1.487
8 F 48.44000 8.09200 48.18800  B5 1.389
9 F 46.19800 8.01100 48.70300  B5 1.383
10 C 43.77300 5.64500 45.83200  O11 1.441, H12 1.141, H13 1.200, H14 1.161
11 O 42.35300 5.65200 46.07600  C10 1.441, H15 1.053
12 H 44.08300 4.61100 45.46300  C10 1.141
13 H 44.43900 6.02600 46.75500  C10 1.200
14 H 44.08800 6.53000 45.15000  C10 1.161
15 H 42.24300 5.69600 47.12200  O11 1.053
16 C 47.26000 10.90200 44.11000  O17 1.425, H18 1.152, H19 1.046, H20 1.106
17 O 48.44400 10.86100 44.90200  C16 1.425, H21 0.886
18 H 46.91800 11.96500 43.82700  C16 1.152
19 H 46.58900 10.36600 44.70800  C16 1.046
20 H 47.04600 10.36600 43.16700  C16 1.106
21 H 48.34300 10.63700 45.75300  O17 0.886
22 C 46.95800 4.64700 49.22700  O23 1.461, H24 1.140, H25 1.134, H26 1.067
23 O 45.72000 5.23100 48.71500  C22 1.461, H27 0.947
24 H 47.55100 4.19700 48.36300  C22 1.140
25 H 46.74900 3.89000 50.04500  C22 1.134
26 H 47.48000 5.43800 49.71700  C22 1.067
27 H 45.90200 6.12100 48.44600  O23 0.947
28 C 47.15900 11.85000 50.12600  O29 1.377, H30 1.035, H31 1.079, H32 1.177
29 O 47.10700 11.17200 51.32300  C28 1.377, H33 1.027
30 H 46.83400 12.77600 50.45500  C28 1.035
31 H 46.39900 11.36800 49.53000  C28 1.079
32 H 48.18900 11.91300 49.55900  C28 1.177
33 H 46.38300 11.73400 51.78700  O29 1.027
34 C 50.90000 10.90000 47.52500  C35 1.475, H38 1.106, H39 1.032, H40 1.051
35 C 51.30600 9.51300 47.22800  C34 1.475, C36 1.637, O37 1.397, H41 1.085
36 C 52.80600 9.68100 46.59400  C35 1.637, H42 1.098, H43 1.073, H44 1.159
37 O 51.44600 8.73100 48.37700  C35 1.397, H45 0.892
38 H 49.88700 10.99800 47.95700  C34 1.106
39 H 50.81100 11.48100 46.67700  C34 1.032
40 H 51.47600 11.36300 48.27300  C34 1.051
41 H 50.65200 8.98600 46.54100  C35 1.085
42 H 53.22700 8.68900 46.38200  C36 1.098
43 H 53.39900 9.99400 47.43200  C36 1.073
44 H 53.15400 10.31200 45.68600  C36 1.159
45 H 51.70300 7.88300 48.27600  O37 0.892
46 C 45.87500 6.96100 52.73600  C47 1.579, H50 1.201, H51 1.178, H52 1.003
47 C 46.76700 8.20400 52.34500  C46 1.579, C48 1.563, O49 1.450, H53 1.171
48 C 47.87000 8.43100 53.42900  C47 1.563, H54 1.236, H55 1.132, H56 1.024
49 O 47.44400 8.07500 51.06900  C47 1.450, H57 0.927
50 H 45.15300 7.26800 53.64500  C46 1.201
51 H 46.49000 5.99300 53.00300  C46 1.178
52 H 45.12900 6.93700 52.06600  C46 1.003
53 H 45.92500 8.99400 52.15000  C47 1.171
54 H 48.87400 7.73000 53.26200  C48 1.236
55 H 47.57700 8.28200 54.51200  C48 1.132
56 H 48.05500 9.43800 53.41300  C48 1.024
57 H 46.85000 7.89100 50.38100  O49 0.927
58 C 43.60600 10.17800 50.26500  C59 1.475, H62 1.036, H63 1.198, H64 1.176
59 C 43.62200 9.43300 48.99200  C58 1.475, C60 1.560, O61 1.411, H65 1.104
60 C 42.12800 9.27300 48.57400  C59 1.560, H66 1.047, H67 1.138, H68 1.158
61 O 44.32000 10.17500 48.01500  C59 1.411, H69 1.000
62 H 43.30300 11.16600 50.18700  C58 1.036
63 H 44.74500 10.40200 50.56100  C58 1.198
64 H 43.09000 9.47000 51.05000  C58 1.176
65 H 44.00000 8.39600 49.01800  C59 1.104
66 H 41.81300 10.15500 48.10600  C60 1.047
67 H 41.55700 8.90900 49.48900  C60 1.138
68 H 41.91300 8.55600 47.69000  C60 1.158
69 H 45.22600 9.77200 47.88400  O61 1.000
70 C 44.31000 13.67600 45.78900  C71 1.524, H74 1.023, H75 1.180, H76 1.162
71 C 45.11900 13.14300 46.96600  C70 1.524, C72 1.569, O73 1.320, H77 1.106
72 C 46.24200 14.20600 47.23400  C71 1.569, H78 1.295, H79 1.105, H80 1.082
73 O 44.35000 12.98800 48.02700  C71 1.320, H81 1.072
74 H 44.67200 13.67600 44.83200  C70 1.023
75 H 43.97800 14.78400 46.02100  C70 1.180
76 H 43.22400 13.28100 45.91000  C70 1.162
77 H 45.64200 12.21100 46.68000  C71 1.106
78 H 46.96100 13.87700 48.26000  C72 1.295
79 H 45.72000 15.14800 47.48100  C72 1.105
80 H 46.82700 14.37300 46.33900  C72 1.082
81 H 44.04000 11.96300 47.97800  O73 1.072
82 C 50.84500 5.51900 44.54200  C83 1.580, H86 1.171, H87 1.116, H88 1.065
83 C 49.79300 6.61400 44.97700  C82 1.580, C84 1.544, O85 1.466, H89 1.104
84 C 49.58700 7.51600 43.74100  C83 1.544, H90 0.948, H91 1.236, H92 1.099
85 O 48.68500 5.74000 45.37400  C83 1.466, H93 1.049
86 H 50.99300 4.65600 45.31900  C82 1.171
87 H 51.81500 5.98500 44.24800  C82 1.116
88 H 50.43000 5.16400 43.62800  C82 1.065
89 H 50.06200 7.19000 45.87900  C83 1.104
90 H 50.29400 8.12100 43.56200  C84 0.948
91 H 48.58400 8.17500 44.03700  C84 1.236
92 H 49.15400 6.96700 42.89300  C84 1.099
93 H 47.90800 6.41400 45.58100  O85 1.049

Output
DFT total energy = -1935.81661 a.u.
spin multiplicity = 1
charge = 0
strongest force on any atom = 10.77 eV/Å


Record 4
DFT (ωB97M-V/def2-TZVPD) results for one molecule with the formula F4N2O2S.

Each atom is followed by the atoms it is bonded to, with distances in Å.
Atoms and positions in Å:
1 O 0.54382 -1.59867 -0.75052  S2 1.398
2 S 0.56072 -0.27991 -0.28606  O1 1.398, O3 1.416, N4 1.875, N7 1.874
3 O 1.69601 0.51659 -0.57143  S2 1.416
4 N 0.22786 -0.02926 1.54230  S2 1.875, F5 1.364, F6 1.351
5 F -1.00729 -0.60820 1.56725  N4 1.364
6 F 1.13193 -0.85249 2.11585  N4 1.351
7 N -1.03990 0.53738 -0.81754  S2 1.874, F8 1.366, F9 1.431
8 F -1.22102 1.86658 -0.56160  N7 1.366
9 F -0.89212 0.44799 -2.23825  N7 1.431

Output
spin multiplicity = 1
charge = 0
ΔE to the lowest compared entry with this formula, charge and spin = 2.2 kJ/mol
strongest force on any atom = 3.18 eV/Å


Record 5
DFT (ωB97M-V/def2-TZVPD) results for one molecule with the formula C7H8BFO5.

Each atom is followed by the atoms it is bonded to, with distances in Å.
Atoms and positions in Å:
1 O 3.35552 -0.78983 1.07482  C2 1.339
2 C 2.20771 -1.13430 0.47787  O1 1.339, O3 1.499, C11 1.643
3 O 1.95284 -2.57303 0.14445  C2 1.499, C4 1.492
4 C 0.46880 -2.72863 0.15326  O3 1.492, O5 1.351, C6 1.660
5 O -0.22460 -3.86271 0.39558  C4 1.351
6 C -0.14859 -1.24387 -0.25844  C4 1.660, C7 1.632, C11 1.485
7 C -1.68309 -1.15392 -0.80776  C6 1.632, B8 1.641, H15 1.195, H16 1.194
8 B -2.56366 0.12604 -0.28006  C7 1.641, O9 1.476, O10 1.506
9 O -3.38676 0.19731 0.94246  B8 1.476, H17 1.001
10 O -2.58320 1.35523 -1.15033  B8 1.506, H18 1.004
11 C 0.93428 -0.24658 -0.06181  C2 1.643, C6 1.485, C12 1.639
12 C 0.82473 1.35742 -0.38123  C11 1.639, C13 1.673, H19 1.170, H20 1.194
13 C 2.10681 2.10158 0.39494  C12 1.673, F14 1.509, H21 1.193, H22 1.179
14 F 1.93542 1.79897 1.86281  C13 1.509
15 H -1.70992 -1.26794 -1.99675  C7 1.195
16 H -2.24317 -2.12880 -0.40577  C7 1.194
17 H -2.97089 -0.33651 1.68035  O9 1.001
18 H -2.17038 2.12706 -0.65848  O10 1.004
19 H 0.85715 1.56623 -1.53238  C12 1.170
20 H -0.13853 1.86055 0.11370  C12 1.194
21 H 2.03789 3.28785 0.28387  C13 1.193
22 H 3.14163 1.68790 0.00889  C13 1.179

Output
DFT total energy = -772.34068 a.u.
spin multiplicity = 1
charge = 0
strongest force on any atom = 9.67 eV/Å


charge of number 3 (C19H59BF4O10)?
0


Which formula does entry 4 have?
F4N2O2S